one) Computed, not measured: an isolated molecule of C2H4BrCl, with ωB97M-V/def2-TZVPD.

Calculated values
frontier orbital gap = 0.4167 Ha
lowest unoccupied orbital energy = 0.804 eV
SMILES string = ClCCBr

Geometry (Å):
Cl (2.175, 0.008, -0.059)
C (0.499, -0.584, 0.023)
C (-0.465, 0.592, -0.065)
Br (-2.307, -0.016, 0.039)
H (0.220, -1.227, -0.829)
H (0.571, -1.208, 1.005)
H (-0.270, 1.265, -0.871)
H (-0.424, 1.169, 0.757)

Here are the Löwdin charges for atoms 1 to 5, given in e: 0.536, -0.693, -0.689, 0.627, 0.066

***

two) Computed, not measured: a structure of composition C2H4BrCl, with ωB97M-V/def2-TZVPD.

Calculated values
frontier orbital gap (alpha / beta) = 0.2805 / 0.1944 Ha
lowest unoccupied orbital energy (alpha / beta) = -2.421 / -4.212 eV

Geometry (Å):
C (-0.132, 0.144, -0.379)
C (1.034, -0.386, -0.988)
Cl (-0.591, -4.115, -0.533)
Br (0.309, 2.621, -0.714)
H (-1.169, 0.228, -0.761)
H (0.005, 0.432, 0.593)
H (1.270, -0.789, -2.026)
H (1.907, -0.394, -0.336)

Here are the Löwdin charges for atoms 1 to 5, given in e: -0.293, -0.057, -0.007, 0.185, 0.061

***

Question: which arrangement is favored energetically? Ranking from most to least stable: one), two).

***

one) Computed, not measured: an isolated molecule of C2H7NS2, with ωB97M-V/def2-TZVPD.

Calculated values
frontier orbital gap = 0.3149 Ha
lowest unoccupied orbital energy = 0.403 eV
SMILES string = NCCSS

Geometry (Å):
N (1.581, -0.271, 1.114)
C (0.378, -0.854, 0.558)
C (-0.713, 0.215, 0.188)
S (-1.923, -0.436, -0.986)
S (-1.460, 0.582, -2.762)
H (1.426, 0.329, 1.909)
H (2.177, 0.144, 0.418)
H (-0.085, -1.572, 1.238)
H (0.660, -1.342, -0.368)
H (-0.171, 1.031, -0.291)
H (-1.079, 0.598, 1.147)
H (-0.792, 1.576, -2.164)

Here are the Löwdin charges for atoms 1 to 5, given in e: -0.014, -0.353, -0.581, 0.417, 0.303

***

two) Computed, not measured: a cluster of 2 separate species, C2H7NS2 in total, with ωB97M-V/def2-TZVPD.

Calculated values
frontier orbital gap = 0.2892 Ha
lowest unoccupied orbital energy = -0.146 eV
SMILES string = C=[N+](C)[S-].S

Geometry (Å):
C (0.703, 0.221, -1.402)
N (1.275, 0.704, -0.339)
C (2.176, 0.027, 0.547)
S (0.969, 2.235, 0.112)
H (0.342, 0.857, -2.064)
H (0.684, -0.919, -1.669)
H (2.108, -0.980, 0.145)
H (3.106, 0.549, 0.451)
H (1.759, -0.055, 1.497)
S (-3.894, 0.516, 0.088)
H (-2.589, 0.423, 0.199)
H (-3.835, 1.023, -1.093)

Here are the Löwdin charges for atoms 1 to 5, given in e: -0.039, -0.761, -0.126, 0.549, 0.011

***

three) Computed, not measured: a cluster of 2 separate species, C2H7NS2 in total, with ωB97M-V/def2-TZVPD.

Calculated values
frontier orbital gap = 0.3269 Ha
lowest unoccupied orbital energy = 0.503 eV
SMILES string = C=CN.SS

Geometry (Å):
C (0.873, 1.275, -0.398)
C (0.712, 0.052, -0.938)
N (1.029, -1.153, -0.345)
H (1.552, 1.444, 0.434)
H (0.298, 2.139, -0.694)
H (0.500, 0.004, -2.005)
H (1.718, -0.979, 0.378)
H (1.081, -2.057, -0.741)
S (-3.129, -0.483, 0.808)
S (-1.689, 0.301, 2.072)
H (-2.237, -1.290, 0.189)
H (-0.708, 0.748, 1.238)

Here are the Löwdin charges for atoms 1 to 5, given in e: -0.074, -0.318, 0.055, 0.053, 0.049

***

four) Computed, not measured: a cluster of 2 separate species, C2H7NS2 in total, with ωB97M-V/def2-TZVPD.

Calculated values
frontier orbital gap = 0.3311 Ha
lowest unoccupied orbital energy = 0.272 eV
SMILES string = S=CNS.C

Geometry (Å):
S (2.815, -0.670, 0.301)
C (1.272, -0.422, 0.888)
N (0.782, 0.713, 1.408)
S (-0.705, 0.845, 2.117)
H (0.572, -1.347, 0.934)
H (1.475, 1.443, 1.297)
H (-1.462, 1.001, 0.889)
C (-0.883, -0.344, -1.578)
H (-0.578, 0.689, -1.397)
H (-0.119, -1.067, -1.291)
H (-1.845, -0.430, -0.995)
H (-1.325, -0.413, -2.572)

Here are the Löwdin charges for atoms 1 to 5, given in e: 0.555, -0.852, -0.541, 0.755, 0.085

***

Question: which arrangement is favored energetically? Ranking from most to least stable: one), four), three), two).

***

one) Computed, not measured: a cluster of 2 separate species, C8H8OS2 in total, with ωB97M-V/def2-TZVPD.

Calculated values
frontier orbital gap = 0.2912 Ha
lowest unoccupied orbital energy = 0.399 eV
SMILES string = Sc1occ2ccccc12.S

Geometry (Å):
S (3.219, 0.898, 0.478)
C (1.678, 0.388, -0.380)
O (1.786, -0.489, -1.389)
C (0.570, -0.847, -1.743)
C (-0.368, -0.167, -0.936)
C (-1.825, -0.037, -1.027)
C (-2.366, 0.906, -0.173)
C (-1.619, 1.701, 0.783)
C (-0.298, 1.515, 0.872)
C (0.400, 0.601, 0.016)
H (2.700, 1.808, 1.309)
H (0.405, -1.629, -2.623)
H (-2.221, -0.701, -1.743)
H (-3.406, 0.844, -0.086)
H (-2.109, 2.170, 1.598)
H (0.126, 2.067, 1.675)
S (0.497, -2.796, 1.119)
H (1.822, -2.233, 0.859)
H (1.009, -3.999, 1.390)

Here are the Löwdin charges for atoms 1 to 5, given in e: 0.793, -0.594, -0.020, -0.115, -0.189

***

two) Computed, not measured: an isolated molecule of C8H8OS2, with ωB97M-V/def2-TZVPD.

Calculated values
frontier orbital gap = 0.2969 Ha
lowest unoccupied orbital energy = -0.282 eV
SMILES string = C=C(C)Sc1ccsc1C=O

Geometry (Å):
C (-1.293, 0.947, 0.701)
C (-1.006, 1.217, -0.555)
C (-1.545, 2.487, -1.407)
S (0.103, 0.236, -1.524)
C (0.990, -0.635, -0.153)
C (2.327, -0.401, 0.172)
C (2.797, -1.172, 1.206)
S (1.533, -2.203, 1.730)
C (0.452, -1.679, 0.557)
C (-0.738, -2.438, 0.214)
O (-1.630, -2.032, -0.493)
H (-1.775, 1.613, 1.389)
H (-0.888, -0.011, 0.934)
H (-0.596, 2.919, -1.798)
H (-2.043, 3.236, -0.780)
H (-2.323, 2.095, -2.136)
H (2.940, 0.189, -0.448)
H (3.674, -0.929, 1.713)
H (-0.979, -3.440, 0.679)

Here are the Löwdin charges for atoms 1 to 5, given in e: -0.013, -0.634, -0.099, 0.979, -0.513

***

Question: which arrangement is favored energetically? Ranking from most to least stable: two), one).

***

one) Computed, not measured: a cluster of 3 separate species, C2H10NO2S in total, with ωB97M-V/def2-TZVPD.

Calculated values
frontier orbital gap = 0.2436 Ha
lowest unoccupied orbital energy = 3.690 eV
total charge = -1

Geometry (Å):
C (-0.057, 0.002, -0.081)
C (-1.413, -0.452, -0.661)
S (-1.276, -1.130, -2.375)
N (0.500, 1.009, -1.131)
H (0.669, -0.793, -0.038)
H (-0.378, 0.355, 0.932)
H (-2.088, 0.441, -0.596)
H (-1.691, -1.358, 0.004)
H (-0.363, 1.470, -1.436)
H (0.602, 0.260, -1.826)
H (1.623, 2.062, 0.367)
H (3.026, 2.264, -0.122)
O (2.311, 2.766, 0.277)
H (-1.242, -2.383, 2.433)
H (0.065, -2.083, 1.715)
O (-0.288, -2.429, 2.539)

Here are the Löwdin charges for atoms 1 to 5, given in e: -0.386, -0.779, 0.104, -0.059, 0.071

***

two) Computed, not measured: a cluster of 3 separate species, C2H10NO2S in total, with ωB97M-V/def2-TZVPD.

Calculated values
frontier orbital gap = 0.2453 Ha
lowest unoccupied orbital energy = 3.781 eV
total charge = -1

Geometry (Å):
C (-0.938, 1.798, 0.894)
C (-0.327, 0.873, -0.136)
S (0.946, -0.271, 0.296)
N (0.033, 2.859, 1.349)
H (-1.263, 1.235, 1.775)
H (-1.851, 2.309, 0.560)
H (-0.241, 1.413, -1.097)
H (-1.272, 0.381, -0.457)
H (-0.205, 3.823, 1.141)
H (0.862, 2.677, 0.775)
H (-1.936, -1.365, -2.793)
H (-1.923, -0.831, -1.410)
O (-2.442, -0.753, -2.225)
H (1.601, -2.757, -0.025)
H (2.822, -3.638, 0.159)
O (1.879, -3.703, 0.056)

Here are the Löwdin charges for atoms 1 to 5, given in e: -0.378, -0.873, 0.237, -0.045, 0.081

***

Question: which arrangement is favored energetically? Ranking from most to least stable: two), one).

***

one) Computed, not measured: a cluster of 4 separate species, C5H18N2O4 in total, with ωB97M-V/def2-TZVPD.

Calculated values
frontier orbital gap = 0.3662 Ha
lowest unoccupied orbital energy = 0.652 eV
SMILES string = CC(=O)NCCCN.O.O.O

Geometry (Å):
C (2.895, 0.052, -0.014)
C (1.685, -0.379, -0.759)
O (1.662, -1.440, -1.400)
N (0.592, 0.423, -0.797)
C (0.350, 1.528, 0.131)
C (-0.612, 2.542, -0.474)
C (-1.908, 1.941, -1.038)
N (-2.625, 1.014, -0.161)
H (3.224, 1.053, -0.310)
H (3.721, -0.630, -0.200)
H (2.715, 0.078, 1.064)
H (-0.206, 0.040, -1.283)
H (1.300, 2.027, 0.331)
H (-0.031, 1.131, 1.070)
H (-0.862, 3.282, 0.293)
H (-0.113, 3.093, -1.278)
H (-2.597, 2.754, -1.278)
H (-1.695, 1.457, -1.998)
H (-2.183, 0.099, -0.178)
H (-2.666, 1.364, 0.789)
O (0.599, -1.118, 2.714)
H (0.127, -1.839, 2.233)
H (0.461, -1.331, 3.637)
O (-0.714, -3.161, 1.430)
H (-0.819, -2.827, 0.505)
H (-0.224, -3.989, 1.281)
O (-0.890, -2.256, -1.134)
H (0.059, -2.075, -1.366)
H (-1.243, -2.833, -1.812)

Here are the Löwdin charges for atoms 1 to 5, given in e: 0.003, -0.500, 0.004, 0.084, -0.190

***

two) Computed, not measured: a cluster of 4 separate species, C5H18N2O4 in total, with ωB97M-V/def2-TZVPD.

Calculated values
frontier orbital gap = 0.3338 Ha
lowest unoccupied orbital energy = 0.141 eV
SMILES string = C[C@@H](CN)N(C)C=O.O.O.O

Geometry (Å):
C (0.324, -1.291, -0.702)
C (-0.743, -0.564, 0.115)
C (-1.663, -1.581, 0.813)
N (-2.579, -2.273, -0.080)
N (-0.169, 0.399, 1.064)
C (-1.082, 1.427, 1.537)
C (0.885, 0.033, 1.890)
O (1.164, 0.666, 2.885)
H (1.139, -0.628, -0.984)
H (-0.133, -1.666, -1.618)
H (0.754, -2.128, -0.152)
H (-1.344, 0.030, -0.583)
H (-1.071, -2.327, 1.349)
H (-2.265, -1.078, 1.571)
H (-2.126, -2.849, -0.772)
H (-3.237, -1.640, -0.519)
H (-1.948, 1.021, 2.065)
H (-0.561, 2.082, 2.231)
H (-1.401, 2.023, 0.681)
H (1.446, -0.825, 1.514)
O (3.340, 0.149, 0.033)
H (2.815, 0.872, -0.381)
H (3.907, 0.569, 0.680)
O (1.601, 2.140, -0.780)
H (1.086, 1.880, -1.586)
H (1.036, 1.924, -0.039)
O (0.127, 1.226, -3.039)
H (0.039, 1.897, -3.723)
H (0.656, 0.513, -3.471)

Here are the Löwdin charges for atoms 1 to 5, given in e: -0.054, -0.351, -0.243, 0.006, -0.139

***

Question: which arrangement is favored energetically? Ranking from most to least stable: one), two).

***

one) Computed, not measured: a cluster of 3 separate species, C6H16N2O in total, with ωB97M-V/def2-TZVPD.

Calculated values
frontier orbital gap (alpha / beta) = 0.3553 / 0.3554 Ha
lowest unoccupied orbital energy (alpha / beta) = 0.829 / 0.829 eV

Geometry (Å):
C (1.612, -2.452, 1.443)
N (1.962, 0.216, 1.002)
N (1.926, -0.041, -0.269)
O (1.658, -1.237, 2.107)
H (2.763, -0.293, 1.479)
H (1.047, 0.188, -0.736)
H (2.496, -0.782, -0.681)
H (2.588, -2.962, 1.433)
H (1.303, -2.342, 0.380)
H (0.863, -3.100, 1.912)
C (-1.146, 1.927, 0.544)
C (-1.515, -0.556, 0.751)
C (-0.969, 1.483, -2.550)
C (-1.284, 0.611, -0.169)
C (-1.185, 0.440, -1.492)
H (-1.290, -0.572, -1.875)
H (-0.955, 2.763, -0.125)
H (-2.063, 2.142, 1.100)
H (-1.589, -1.497, 0.205)
H (-2.436, -0.410, 1.322)
H (-0.702, -0.638, 1.476)
H (-0.333, 1.869, 1.271)
H (-0.152, 1.196, -3.217)
H (-1.863, 1.585, -3.172)
H (-0.736, 2.463, -2.138)

Here are the Löwdin charges for atoms 1 to 5, given in e: -0.247, 0.042, 0.017, -0.299, 0.102

***

two) Computed, not measured: a cluster of 2 separate species, C6H16N2O in total, with ωB97M-V/def2-TZVPD.

Calculated values
frontier orbital gap = 0.3618 Ha
lowest unoccupied orbital energy = 0.758 eV
SMILES string = [H]/N=C(/C)NO.CC(C)C

Geometry (Å):
H (-1.722, -1.753, -0.869)
N (-1.947, -0.840, -1.257)
C (-1.748, 0.147, -0.506)
C (-2.382, 1.471, -0.827)
N (-1.824, -0.067, 1.148)
O (-2.130, -1.413, 1.496)
H (-1.928, 2.256, -0.225)
H (-3.437, 1.457, -0.550)
H (-2.336, 1.654, -1.898)
H (-2.549, 0.496, 1.582)
H (-1.278, -1.809, 1.724)
C (2.086, 1.128, 0.612)
C (1.301, 0.040, -0.109)
C (2.010, -0.378, -1.389)
C (1.092, -1.181, 0.779)
H (2.989, 0.709, 1.063)
H (1.488, 1.564, 1.411)
H (2.424, 1.922, -0.052)
H (0.132, 0.486, -0.087)
H (2.928, -0.908, -1.121)
H (1.407, -1.064, -1.980)
H (2.332, 0.468, -1.995)
H (0.596, -0.827, 1.683)
H (0.476, -1.911, 0.253)
H (2.021, -1.645, 1.115)

Here are the Löwdin charges for atoms 1 to 5, given in e: 0.052, 0.152, -0.402, -0.058, -0.053

***

three) Computed, not measured: a cluster of 2 separate species, C6H16N2O in total, with ωB97M-V/def2-TZVPD.

Calculated values
frontier orbital gap (alpha / beta) = 0.2509 / 0.2567 Ha
lowest unoccupied orbital energy (alpha / beta) = 0.695 / 0.793 eV

Geometry (Å):
C (-1.224, -0.303, 0.552)
C (0.903, 0.933, 0.365)
C (0.816, -1.400, -1.314)
C (-1.981, 0.185, -0.649)
C (-1.742, -1.514, 1.260)
C (2.066, 1.319, 1.248)
N (-0.163, 0.341, 1.075)
N (0.643, 1.930, -0.624)
O (0.932, -0.907, -2.647)
H (1.627, -0.239, -2.655)
H (0.188, -0.134, 1.899)
H (0.990, -0.319, -0.552)
H (-0.082, 1.659, -1.270)
H (0.462, 2.849, -0.232)
H (-0.021, -2.098, -1.321)
H (1.703, -1.954, -0.984)
H (-1.409, 0.094, -1.578)
H (-2.891, -0.403, -0.757)
H (-2.286, 1.229, -0.530)
H (-1.756, -2.377, 0.584)
H (-1.128, -1.786, 2.121)
H (-2.772, -1.367, 1.607)
H (2.941, 1.496, 0.624)
H (2.305, 0.528, 1.961)
H (1.881, 2.239, 1.816)

Here are the Löwdin charges for atoms 1 to 5, given in e: -0.349, -0.490, -0.196, -0.054, -0.058

***

Question: which arrangement is favored energetically? Ranking from most to least stable: two), three), one).